[1]
# C15H18N4O3

The molecule C15H18N4O3 (wB97M-V/def2-TZVPD, the Open Molecules 2025 dataset).

Summary:
- structure (SMILES) = N[C@@H](Cc1c[nH]cn1)C(=O)N[C@@H](Cc1ccccc1)C(=O)O
- orbital gap (eV) = 9.665
- energy above the lowest of the compared OMol25 structures with the same formula, charge and spin (eV) = 0.995

Last column: Löwdin charge in e.
Atoms and positions in Å:
N  -1.62487  -2.05232  0.86376  0.0682
C  -1.94050  -1.27705  2.01215  -0.3310
C  -0.87061  -1.38655  3.13041  -0.0654
C  0.39896  -0.60515  2.79912  -0.2936
C  0.86430  0.49586  3.37796  -0.0355
N  2.12745  0.75944  2.78737  0.0766
C  2.31719  -0.27812  1.97971  -0.2708
N  1.33796  -1.11239  1.86735  0.1123
C  -2.41072  0.15341  1.79086  -0.4194
O  -2.94794  0.76141  2.68748  0.0820
N  -2.11120  0.83465  0.62239  0.1088
C  -0.96748  0.79154  -0.15994  -0.2792
C  -1.32549  0.63765  -1.68558  -0.0560
C  -0.09099  0.25090  -2.51022  -0.2664
C  0.54265  1.17744  -3.30534  -0.0454
C  1.63238  0.82289  -4.13845  -0.0577
C  2.11594  -0.48238  -4.06595  -0.0967
C  1.44474  -1.43980  -3.31802  -0.0673
C  0.33082  -1.06675  -2.53856  -0.0364
C  -0.06025  2.02927  0.04842  -0.4862
O  -0.55739  3.04168  0.44135  0.1323
O  1.24569  1.91404  -0.22974  0.1224
H  -0.63939  -2.20331  0.67866  0.0650
H  -2.08246  -1.68683  0.07224  0.0499
H  -2.81003  -1.73770  2.50758  0.1444
H  -0.65365  -2.47947  3.19105  0.1334
H  -1.26602  -0.97924  4.05759  0.1170
H  0.50276  1.13498  4.17774  0.1280
H  2.88606  1.41150  2.97690  0.1600
H  3.25921  -0.35714  1.44493  0.1276
H  -2.53187  1.77375  0.70857  0.1632
H  -0.37796  -0.10410  0.07554  0.1176
H  -2.07082  -0.13667  -1.85839  0.1177
H  -1.71150  1.62941  -1.99917  0.1331
H  0.19210  2.20470  -3.35269  0.1181
H  2.07220  1.59514  -4.76094  0.1028
H  2.97493  -0.77769  -4.66326  0.1025
H  1.85523  -2.43696  -3.25749  0.1010
H  -0.23396  -1.77297  -1.94951  0.1064
H  1.18454  0.95293  -0.50587  0.1168

[2]
# C15H18N4O4

The molecule C15H18N4O4 (wB97M-V/def2-TZVPD, the Open Molecules 2025 dataset).

Summary:
- structure (SMILES) = CC(C)[C@H](NC(=O)CCn1nnc2ccccc2c1=O)C(=O)O
- orbital gap (eV) = 9.270
- energy above the lowest of the compared OMol25 structures with the same formula, charge and spin (eV) = 1.894

Last column: Löwdin charge in e.
Atoms and positions in Å:
C  1.88013  1.14077  1.76489  -0.0685
C  3.05610  1.05737  0.79443  -0.3574
C  3.45092  2.45260  0.32110  -0.0601
C  2.68652  0.17273  -0.42468  -0.1952
N  1.98093  -1.02293  -0.03623  0.1046
C  0.79558  -1.36603  -0.58422  -0.4889
O  0.21792  -0.67861  -1.39943  0.0735
C  0.19623  -2.65034  -0.02757  -0.0640
C  -0.68378  -2.29736  1.18169  -0.1152
N  -1.59852  -1.23290  0.82892  -0.0436
N  -1.21241  -0.01314  1.19214  0.0646
N  -1.84156  1.00468  0.86584  0.0865
C  -2.96580  0.91257  0.08188  -0.2015
C  -3.63612  2.08153  -0.29545  -0.0083
C  -4.76166  1.99367  -1.08118  -0.0660
C  -5.24153  0.75336  -1.50563  -0.0637
C  -4.59227  -0.40603  -1.14513  -0.0016
C  -3.45089  -0.33668  -0.34676  -0.0601
C  -2.71443  -1.53280  0.04720  -0.3686
O  -2.99320  -2.68133  -0.22584  0.0902
C  3.95320  -0.16806  -1.19109  -0.4730
O  4.56792  0.58654  -1.89270  0.1194
O  4.36084  -1.42563  -0.96231  0.1133
H  0.97630  1.45482  1.25070  0.0670
H  1.68272  0.18200  2.23573  0.0620
H  2.10390  1.86220  2.54634  0.0811
H  3.90962  0.59635  1.30703  0.1440
H  3.82171  3.04032  1.15728  0.0807
H  2.58649  2.95929  -0.10076  0.0901
H  4.22578  2.40334  -0.43871  0.0682
H  2.01474  0.73312  -1.08477  0.1669
H  2.46210  -1.66077  0.57680  0.1510
H  0.96628  -3.36064  0.27016  0.1178
H  -0.43393  -3.09726  -0.79763  0.1217
H  -0.08004  -1.93472  2.01549  0.1225
H  -1.26993  -3.16905  1.48258  0.1280
H  -3.24728  3.02974  0.03979  0.1128
H  -5.28210  2.89287  -1.37639  0.1063
H  -6.12656  0.70671  -2.12230  0.1059
H  -4.93974  -1.37701  -1.46359  0.1213
H  5.17580  -1.60530  -1.45765  0.1363

[3]
# C15H18O

A cluster of 2 separate species, C15H18O in total (wB97M-V/def2-TZVPD, the Open Molecules 2025 dataset).

Summary:
- structure (SMILES) = CCc1ccc(O)cc1.Cc1ccccc1
- orbital gap (eV) = 8.843
- energy above the lowest of the compared OMol25 structures with the same formula, charge and spin (eV) = 3.141

Last column: Löwdin charge in e.
Atoms and positions in Å:
C  -5.20067  0.14184  1.31911  -0.1273
C  -4.30123  -1.00151  0.74329  -0.2166
C  -3.16250  -0.54333  -0.16140  -0.2548
C  -3.10475  -0.82926  -1.48646  -0.0688
C  -1.91440  -0.56653  -2.26265  -0.0185
C  -0.96010  0.32336  -1.83267  -0.4245
O  -0.09372  0.66266  -2.72523  0.0797
C  -0.98698  0.75167  -0.49116  -0.0213
C  -1.97315  0.20276  0.31504  -0.0220
H  -5.08811  0.06210  2.44771  0.0680
H  -6.22428  -0.21955  1.37298  0.0515
H  -5.01935  1.19840  1.04525  0.0779
H  -4.03646  -1.71849  1.73340  0.1649
H  -4.96773  -1.59401  0.08727  0.0866
H  -4.02507  -1.19625  -2.08256  0.1372
H  -1.89705  -0.87677  -3.39360  0.1480
H  0.34031  1.51357  -2.54741  0.1307
H  -0.29626  1.55663  -0.18107  0.1156
H  -1.92840  0.43750  1.35244  0.0918
C  2.70433  -0.66091  2.20206  -0.0851
C  3.25332  -0.08227  0.95512  -0.3054
C  4.07267  -0.95371  0.20325  -0.0668
C  4.64011  -0.49509  -0.96308  -0.0815
C  4.68561  0.89648  -1.20890  -0.1014
C  3.92464  1.73185  -0.46662  -0.1177
C  3.14854  1.25167  0.58971  -0.0635
H  2.97625  -1.69923  2.32408  0.0551
H  1.66514  -0.98002  2.26857  0.0644
H  2.78113  0.06906  3.14592  0.1307
H  4.11901  -2.06168  0.61129  0.1470
H  5.13168  -1.33602  -1.46273  0.1049
H  5.41823  1.25656  -1.87711  0.0884
H  3.82804  2.78282  -0.73340  0.1046
H  2.49121  1.97568  1.15955  0.1283

[4]
# C15H18O2

A cluster of 2 separate species, C15H18O2 in total (wB97M-V/def2-TZVPD, the Open Molecules 2025 dataset).

Summary:
- structure (SMILES) = CCc1ccc(O)cc1.Cc1ccc(O)cc1
- orbital gap (eV) = 8.805
- energy above the lowest of the compared OMol25 structures with the same formula, charge and spin (eV) = 1.313

Last column: Löwdin charge in e.
Atoms and positions in Å:
C  -1.64623  -1.08280  4.04973  -0.0927
C  -2.15443  -1.84255  2.80621  -0.1985
C  -1.18095  -1.83248  1.65521  -0.2722
C  -1.61327  -1.61887  0.34748  -0.0626
C  -0.77334  -1.79885  -0.74330  -0.0414
C  0.53356  -2.18116  -0.48350  -0.3165
O  1.36877  -2.63365  -1.47488  0.0453
C  1.08079  -2.17269  0.79098  0.0118
C  0.17473  -2.03776  1.84007  -0.0423
H  -0.72661  -0.55022  3.78897  0.0615
H  -1.47449  -1.74063  4.89566  0.0702
H  -2.24939  -0.21852  4.32846  0.0688
H  -2.28459  -2.90343  3.07201  0.1127
H  -3.19961  -1.63302  2.58436  0.1044
H  -2.67393  -1.42458  0.22142  0.1177
H  -1.04960  -1.49817  -1.74542  0.1154
H  0.88703  -2.97076  -2.23199  0.1021
H  2.04339  -2.64632  0.92501  0.1225
H  0.56964  -2.18106  2.84320  0.1203
C  1.53732  2.76464  -3.80558  -0.0682
C  0.98554  2.50028  -2.43496  -0.2909
C  1.67167  3.01840  -1.32095  -0.0389
C  1.24125  2.67609  -0.06544  -0.0174
C  0.16416  1.80422  0.10953  -0.3111
O  0.01118  1.26746  1.36315  0.0388
C  -0.56329  1.36597  -0.96585  -0.0253
C  -0.19790  1.82402  -2.24631  -0.0461
H  2.11708  1.96190  -4.25953  0.0773
H  2.17266  3.65790  -3.82098  0.0713
H  0.77322  3.07124  -4.52739  0.0750
H  2.38575  3.81646  -1.47588  0.1111
H  1.72607  3.01385  0.84454  0.1192
H  -0.72509  0.64174  1.35880  0.0771
H  -1.35133  0.64860  -1.12336  0.0892
H  -0.80471  1.60378  -3.11598  0.1121

| no. | F_max (eV/Å) | E_HOMO (eV) | total energy (hartree) |
| --- | --- | --- | --- |
| 1 | 3.0 | -9.04 | -1027.1585 |
| 2 | 1.3 | -9.13 | -1102.4099 |
| 3 | 4.2 | -8.14 | -657.5016 |
| 4 | 2.6 | -8.10 | -732.8181 |